Entry from the Open Molecules 2025 dataset: C28H20BCrN2O10 as an isolated structure at a distorted geometry (ωB97M-V/def2-TZVPD).

Cartesian coordinates (Å):
Cr1 -0.778 0.053 -0.529
O1 0.757 -1.231 -1.840
O2 -1.340 0.772 1.443
O3 -0.917 -3.375 1.137
O4 -2.792 0.897 -0.975
O5 0.092 -1.463 0.901
O6 5.048 -1.418 -4.992
O7 -1.553 -1.887 -0.326
O8 -3.362 1.149 -3.056
O9 -2.664 2.133 6.419
O10 -1.709 -0.129 -2.442
N1 -2.698 0.625 -2.222
N2 -0.757 -2.332 0.587
C1 -2.575 1.832 5.254
C2 5.479 -0.812 -2.282
C3 -2.198 4.194 4.619
C4 3.267 -0.918 -0.619
C5 3.099 -1.065 -1.988
C6 2.611 -2.373 -6.022
C7 0.271 -2.805 -5.646
C8 4.224 -1.061 -2.815
C9 1.633 -1.880 -3.908
C10 0.415 -2.376 -4.339
C11 2.778 -1.961 -4.713
C12 4.496 -0.599 -0.093
C13 -2.704 -1.142 2.942
C14 -3.336 -0.521 5.565
C15 -3.289 -2.091 3.765
C16 -1.934 2.527 2.901
C17 -2.465 0.139 3.426
C18 -1.660 4.871 2.374
C19 5.610 -0.533 -0.939
C20 -2.264 2.870 4.212
C21 -1.937 5.196 3.699
C22 -2.800 0.457 4.744
C23 1.358 -2.721 -6.511
C24 4.096 -1.478 -4.240
C25 1.761 -1.356 -2.527
C26 -3.526 -1.810 5.104
C27 -1.643 3.545 1.996
C28 -1.844 1.112 2.500
B1 0.573 1.664 -0.813
H1 -0.413 -2.410 -3.644
H2 -1.392 5.646 1.670
H3 3.414 -2.291 -6.744
H4 -2.610 -1.330 1.883
H5 -3.927 -2.583 5.746
H6 6.571 -0.318 -0.489
H7 0.929 0.730 -0.195
H8 6.318 -0.812 -2.967
H9 -0.435 2.056 -0.342
H10 -3.519 -0.217 6.590
H11 -1.930 6.234 4.007
H12 4.677 -0.440 0.961
H13 2.381 -0.968 0.002
H14 0.202 1.231 -1.845
H15 -2.250 4.391 5.682
H16 1.271 -3.109 -7.518
H17 1.437 2.464 -0.904
H18 -3.514 -3.070 3.362
H19 -0.682 -3.176 -5.996
H20 -1.346 3.272 0.991

Values from the calculation:
Calculated total energy in eV: -81906.6247
Multiplicity: 4
ΔE to the lowest compared entry with this formula, charge and spin in kcal per mole: 0.0
<S²>: 3.78
Strongest force on any atom in Eh/bohr: 0.06726


Entry from the Open Molecules 2025 dataset: C17H49N6O8P2S2Si2TeY as an isolated structure at a distorted geometry (ωB97M-V/def2-TZVPD).

Cartesian coordinates (Å):
Te1 -0.689 2.639 1.340
Y1 -0.170 0.082 -0.128
S1 0.139 -0.280 2.855
S2 -1.724 -0.474 1.922
P1 0.619 -2.727 -2.416
P2 0.866 -3.430 0.313
Si1 -3.142 4.100 3.078
Si2 1.628 4.433 0.033
O1 0.564 -1.582 3.318
O2 0.012 0.730 3.872
O3 -0.398 -1.774 -1.900
O4 -1.063 0.383 -4.019
O5 0.615 -1.981 0.475
O6 1.063 0.227 1.722
O7 1.187 -3.711 -1.260
O8 -0.354 1.078 -1.989
N1 -2.696 0.819 -0.934
N2 1.951 -2.003 -3.038
N3 2.174 -3.888 1.143
N4 -0.357 -4.466 0.618
N5 -0.028 -3.798 -3.472
N6 -2.496 0.440 -2.272
C1 0.559 -5.093 -3.781
C2 3.151 -2.820 -3.195
C3 2.233 -0.594 -2.776
C4 -1.240 -4.066 1.727
C5 -3.277 2.900 4.491
C6 -2.761 3.101 1.534
C7 2.338 4.480 1.757
C8 2.275 2.897 -0.829
C9 -1.835 5.375 3.457
C10 -1.239 0.635 -2.842
C11 -1.047 -5.207 -0.435
C12 3.047 -2.920 1.810
C13 2.229 5.968 -0.840
C14 -0.242 4.324 0.088
C15 -4.760 4.992 2.792
C16 2.510 -5.286 1.357
C17 -0.681 -3.164 -4.626
H1 1.911 6.866 -0.305
H2 3.322 3.030 -1.112
H3 2.981 -0.256 -3.494
H4 1.152 -5.461 -2.947
H5 -3.410 3.421 5.442
H6 -2.058 -3.443 1.363
H7 1.193 -5.041 -4.673
H8 -3.342 0.182 -0.485
H9 -0.688 -3.491 2.470
H10 -1.695 -4.565 -1.040
H11 -4.115 2.213 4.354
H12 2.140 3.568 2.323
H13 -0.659 4.137 -0.903
H14 -5.044 5.577 3.670
H15 -3.248 2.126 1.623
H16 2.239 2.036 -0.148
H17 -3.083 3.609 0.622
H18 -3.273 0.368 -2.908
H19 -5.573 4.293 2.584
H20 3.721 -2.463 -4.054
H21 -1.660 -5.970 0.045
H22 1.702 -5.930 1.015
H23 -0.848 4.918 3.560
H24 3.321 5.972 -0.881
H25 2.899 -3.864 -3.369
H26 2.663 -5.467 2.423
H27 1.701 2.656 -1.728
H28 3.425 -5.555 0.822
H29 2.601 -1.931 1.781
H30 2.649 -0.439 -1.769
H31 -0.239 -5.813 -3.975
H32 -1.769 6.145 2.684
H33 -1.640 -4.966 2.197
H34 1.341 0.009 -2.915
H35 -1.485 -3.815 -4.975
H36 3.785 -2.767 -2.304
H37 -0.338 -5.706 -1.091
H38 0.030 -3.007 -5.443
H39 1.923 5.313 2.332
H40 -2.364 2.300 4.563
H41 -0.691 5.213 0.534
H42 -4.681 5.680 1.946
H43 -2.076 5.865 4.404
H44 -3.042 1.771 -0.873
H45 -1.103 -2.200 -4.345
H46 4.032 -2.903 1.336
H47 3.422 4.612 1.700
H48 1.856 6.039 -1.864
H49 3.156 -3.204 2.857

Values from the calculation:
Calculated total energy in eV: -108096.2714
ΔE to the lowest compared entry with this formula, charge and spin in kcal per mole: 39.9
Strongest force on any atom in Eh/bohr: 0.03066


Entry from the Open Molecules 2025 dataset: C37H48CuN5O2Si as an isolated structure (ωB97M-V/def2-TZVPD).

Cartesian coordinates (Å):
Cu1 -0.006 -0.216 -0.171
Si1 2.918 0.396 -1.233
O1 0.307 -6.981 1.254
O2 0.100 0.843 2.180
N1 0.040 3.297 0.135
N2 -0.145 -7.209 -0.949
N3 1.916 0.530 0.137
N4 -0.130 5.833 -0.055
N5 0.627 -2.230 -0.306
C1 -0.546 -0.866 3.763
C2 -4.202 -0.033 -1.413
C3 0.316 -4.985 -0.047
C4 1.023 5.340 -0.816
C5 -0.797 0.302 3.050
C6 -1.410 -2.431 -4.829
C7 0.174 3.893 1.456
C8 -1.107 -1.143 -4.403
C9 0.909 -2.852 0.840
C10 -1.911 -0.054 -0.361
C11 0.051 -4.345 -1.254
C12 0.034 5.436 1.349
C13 0.171 -6.469 0.159
C14 2.353 0.715 1.400
C15 0.221 -2.974 -1.336
C16 -2.796 -0.811 4.632
C17 -2.751 -2.731 -2.852
C18 -2.041 0.914 3.131
C19 -3.035 0.354 3.917
C20 -3.395 -2.012 -0.130
C21 3.218 1.181 4.112
C22 0.757 -4.215 1.023
C23 1.829 0.331 -2.762
C24 -2.435 -1.453 -2.398
C25 1.866 1.111 3.789
C26 3.977 -1.172 -1.252
C27 -1.547 -1.414 4.548
C28 1.454 0.867 2.497
C29 4.109 1.839 -1.532
C30 3.718 0.779 1.788
C31 -2.241 -3.220 -4.050
C32 -2.957 -0.884 -1.081
C33 -1.344 5.198 -0.579
C34 4.137 1.003 3.088
C35 -1.248 3.654 -0.436
C36 -1.615 -0.665 -3.206
C37 1.108 3.792 -0.717
H1 -4.617 0.377 -0.490
H2 -4.006 0.830 3.965
H3 -0.006 -2.447 -2.255
H4 0.915 5.948 1.746
H5 -2.032 3.254 0.211
H6 4.743 -1.160 -0.474
H7 2.058 3.461 -0.293
H8 -3.383 -3.375 -2.255
H9 -1.345 0.317 -2.842
H10 0.428 -1.331 3.704
H11 3.570 2.718 -1.889
H12 -1.349 3.148 -1.399
H13 1.277 -2.215 1.637
H14 0.067 -6.847 -1.862
H15 -4.254 -2.578 -0.504
H16 4.670 2.135 -0.646
H17 1.375 -0.650 -2.897
H18 -0.051 -8.204 -0.828
H19 -2.200 5.600 -0.030
H20 -2.493 -4.224 -4.370
H21 -3.928 0.801 -2.062
H22 1.009 3.322 -1.699
H23 -1.455 5.497 -1.624
H24 0.913 5.672 -1.852
H25 -2.441 0.467 0.452
H26 -2.218 1.804 2.542
H27 -0.451 -0.516 -4.993
H28 4.469 0.635 1.024
H29 -0.836 5.800 1.903
H30 1.115 1.246 4.559
H31 -1.350 -2.329 5.093
H32 4.479 -1.299 -2.215
H33 -1.002 -2.812 -5.758
H34 1.015 1.052 -2.669
H35 1.920 5.815 -0.412
H36 4.826 1.555 -2.307
H37 -4.977 -0.620 -1.916
H38 3.532 1.365 5.130
H39 0.981 -4.682 1.971
H40 1.145 3.601 1.862
H41 -3.574 -1.249 5.242
H42 -2.573 -2.705 0.055
H43 -3.677 -1.571 0.828
H44 5.200 1.035 3.300
H45 -0.590 3.465 2.110
H46 3.347 -2.045 -1.080
H47 2.400 0.562 -3.665
H48 -0.319 -4.865 -2.128

Values from the calculation:
Calculated total energy in eV: -103212.1114
Total charge: -1
Multiplicity: 2
ΔE to the lowest compared entry with this formula, charge and spin in kcal per mole: 47.7
<S²>: 0.76
Strongest force on any atom in Eh/bohr: 0.01543


Entry from the Open Molecules 2025 dataset: a 2-piece molecular cluster, C4H6N2O2 overall at a distorted geometry (ωB97M-V/def2-TZVPD).

Cartesian coordinates (Å):
O1 0.982 0.782 2.378
O2 -1.087 1.630 2.299
N1 1.413 2.640 -0.950
N2 1.427 -0.553 0.154
C1 0.718 1.849 -0.505
C2 -0.133 1.187 1.829
C3 -0.133 1.029 0.214
C4 -1.367 0.495 -0.218
H1 2.064 -0.336 -0.653
H2 0.800 -1.348 -0.063
H3 -2.065 1.178 0.290
H4 -1.778 0.751 -1.255
H5 -1.636 -0.587 -0.168
H6 1.570 0.143 1.716

Values from the calculation:
Calculated total energy in eV: -11315.0767
Multiplicity: 3
ΔE to the lowest compared entry with this formula, charge and spin in kcal per mole: 40.0
<S²>: 2.02
Strongest force on any atom in Eh/bohr: 0.12414